[1]
Computed, not measured: 2 unconnected molecules or ions with the total composition C4H11NO2 at a distorted geometry, with ωB97M-V with the def2-TZVPD basis set.

Structure (XYZ):
```
18
Properties=species:S:1:pos:R:3:nbo_charge:R:1
H 2.77500 -1.52861 0.59372 0.216
O -0.59702 1.41035 0.88002 -0.756
H -1.32575 3.02138 -1.72608 0.220
H -0.32555 -1.64834 -1.04114 0.404
C 1.96712 -2.23469 0.60101 -0.627
H -2.58515 3.22491 -0.55565 0.227
H 1.92645 -2.73428 -0.35364 0.202
H -0.86079 -0.36535 -0.21011 0.491
H 0.75510 -0.39232 -0.93728 0.417
H 2.09143 -3.00793 1.35043 0.229
C 0.65601 -1.43344 0.83315 -0.229
H -0.92952 3.76905 -0.14262 0.217
N 0.06803 -0.94042 -0.42957 -0.713
O -1.72423 0.67007 -0.87740 -0.797
C -1.51371 3.01338 -0.66373 -0.720
H -0.08550 -1.89450 1.46362 0.215
C -1.26458 1.61411 -0.14501 0.768
H 0.97265 -0.54337 1.36029 0.239
```

Net charge   0
DFT total energy   -364.22969 hartree
HOMO energy   -8.76 eV
Lowest unoccupied orbital energy   0.0172 Eh

[2]
Computed, not measured: a molecular structure, C46H53N14O3Se2TeY, with ωB97M-V with the def2-TZVPD basis set.

Structure (XYZ):
```
120
Properties=species:S:1:pos:R:3:lowdin_spin:R:1
C -0.96513 -2.58390 4.96534 0.000
N -2.78982 0.86884 -1.58110 0.000
H 2.75406 5.24025 -4.92628 0.000
C 2.96897 -3.35725 2.54047 0.000
H 0.50481 1.98176 -1.31644 0.003
C -6.85146 2.17583 2.50679 0.000
H -5.76049 0.96080 1.10455 0.000
O -4.76306 0.64127 -2.71557 0.000
H 2.42166 -0.21090 2.89874 0.000
H 2.61768 -4.96088 -1.61062 0.000
H -1.40669 -0.79498 -3.02719 0.000
H 5.82058 0.03388 -7.19419 0.000
H -5.44639 4.24737 4.79611 0.000
C 4.29147 5.16119 -3.43963 0.000
C 5.63336 6.46542 -1.38689 0.000
C 5.18234 0.19263 -5.15323 0.000
C -1.90837 -2.77429 3.96580 0.000
C 5.38262 1.56805 -3.15368 0.000
N -1.09146 -0.83782 2.82407 0.000
H -3.21540 -5.18982 -2.01230 0.000
C 5.95136 0.83553 -4.19416 0.000
N -1.29096 2.55096 -1.88409 0.002
H 2.13017 -4.20118 -3.13479 0.000
C -1.81736 -1.77620 -2.83088 0.000
C 4.19208 4.69374 -2.12721 -0.001
H 4.28100 -5.03851 -3.66031 0.000
H -0.46534 2.37694 -0.06410 0.000
H 0.60743 -1.29447 5.67335 0.000
C 1.63596 0.76645 1.17933 0.064
N -2.36640 1.14466 1.22301 0.000
C 4.85122 5.35632 -1.08205 0.000
Se -2.78793 -3.95474 0.50230 0.000
H 3.20043 1.32410 2.51068 0.004
H 3.10005 3.60391 -4.36582 0.000
C 4.77479 4.91776 0.35712 0.000
H -2.91886 -4.54314 -4.39558 0.000
C 2.85399 -4.16452 -2.31952 0.000
H 7.29462 1.76769 -2.21106 0.000
H 6.06370 8.91376 -3.46184 0.000
C -1.91662 -1.87176 2.91819 0.000
H -0.89936 -3.27959 5.79109 0.000
H 6.85131 -0.82599 -6.05454 0.000
H 3.75220 4.73538 0.68781 0.000
H 4.84379 -0.93945 -2.53181 0.000
C -5.70481 1.68462 1.90791 0.000
H 3.17557 -0.23881 -5.76235 0.000
N 1.59389 0.35026 -0.05744 0.739
H 0.39225 0.25318 3.71475 0.001
H -7.82077 1.83784 2.16767 0.000
H 5.27255 -1.48669 -6.49937 0.000
N -0.45539 1.91237 -0.97443 0.013
C 4.27950 -4.29633 -2.86199 0.000
H 6.14499 6.97896 -0.58063 0.000
H 1.27367 0.17792 -4.51901 0.000
N -4.03177 0.30972 -1.78580 0.000
C 1.68183 1.04632 -4.00164 0.000
C 5.09821 6.26623 -3.69568 0.000
H 5.92587 2.07988 -1.13379 0.000
C 1.64114 -2.14092 -1.73917 0.002
H -7.65439 3.47572 4.00782 0.000
C -2.44462 -3.32649 -1.28108 0.000
H 3.56065 -0.13570 1.55563 0.004
H 1.29009 1.02831 -2.98716 0.000
H 4.31635 -2.95834 -0.33044 0.000
H 7.11078 8.51632 -2.09824 0.000
H -4.15604 2.40187 -3.26083 0.000
N 2.71664 -2.85655 -1.65772 0.000
H 7.03216 0.76029 -4.24325 0.000
C -2.15635 -2.59373 -3.88475 0.000
C -4.46199 2.12809 2.36004 0.000
H -1.02701 3.46427 -2.21857 0.000
C 3.80053 0.27843 -5.04095 0.000
C 4.95036 -1.96599 -2.18004 0.000
C -2.50894 2.04910 -2.16255 0.000
N 0.24799 -2.34196 0.96187 0.001
H 4.04500 -2.52739 -4.06156 0.000
C 5.81828 -0.56746 -6.28291 0.000
H 1.31394 1.94508 -4.50680 0.000
N 4.06330 -3.04849 2.75487 0.000
H 5.20468 5.67987 1.00495 0.000
H 6.39816 3.28217 -2.32891 0.000
H 5.18720 6.61835 -4.71854 0.000
C 3.54858 4.56159 -4.60501 0.000
Se -3.19266 -1.89588 1.48129 0.001
O 0.60967 1.41624 1.58340 0.103
C -3.28068 1.60054 1.74500 0.000
C -0.12558 -1.48333 4.90192 0.000
H 5.95190 -2.06166 -1.75596 0.000
C -5.51344 3.53278 3.98766 0.000
H 4.21539 4.41734 -5.45626 0.000
C 6.30112 2.20954 -2.15028 0.000
H 5.71032 -3.04300 -3.90292 0.000
C -6.75471 3.09670 3.54202 0.000
C 4.77346 -2.93870 -3.35566 0.000
H -2.60971 -3.59604 3.99720 0.000
C -4.35757 3.04955 3.40037 0.000
H 5.33087 3.98980 0.51036 0.000
N -3.27827 2.79230 -2.95688 0.000
C 3.93237 -2.25724 -1.07288 0.006
H 3.63418 -1.35545 -0.53966 0.007
C -0.23131 -0.62616 3.81770 0.001
H -2.96570 3.69237 -3.27591 0.000
N 0.73349 -1.41852 -1.76293 0.005
C 5.78172 6.92833 -2.68751 0.000
C 3.18708 1.00076 -4.02376 0.000
C 3.98693 1.66375 -3.08481 0.000
N -1.94218 -2.12016 -1.53657 0.000
H 4.94472 -4.67226 -2.08122 0.000
C 0.98435 -3.00339 1.59005 0.001
H -3.38304 3.37373 3.73943 0.000
C 6.64795 8.11708 -2.99910 0.000
H -2.03639 -2.24520 -4.90022 0.000
Y -0.66411 -0.45201 -0.01064 0.017
O -4.30997 -0.59718 -1.03192 0.000
Te 3.10790 2.91899 -1.60880 -0.001
N 1.71929 -3.74419 2.31889 0.000
C -2.79746 -4.22951 -2.28202 0.000
C -2.64325 -3.86248 -3.60114 0.000
C 2.78204 0.41307 2.08165 0.026
H 7.44170 7.84731 -3.69712 0.000
```

Net charge   +1
DFT total energy   -7886.01366 hartree
HOMO energy (alpha / beta)   -9.58 / -9.58 eV
Lowest unoccupied orbital energy (alpha / beta)   -0.0878 / -0.1017 Eh
Expectation value of S²   0.756
Spin multiplicity   2

[3]
Computed, not measured: 2 unconnected molecules or ions with the total composition C6H7ClO6 at a distorted geometry, with ωB97M-V with the def2-TZVPD basis set.

Structure (XYZ):
```
20
Properties=species:S:1:pos:R:3:nbo_charge:R:1
H 0.27717 3.21146 0.34851 0.155
O -2.32583 -1.34988 1.94403 -0.861
H -0.83332 2.52473 1.47841 0.196
H -0.99483 1.52617 -0.48947 0.201
H -3.69168 -0.23563 0.73034 0.458
C 2.44357 -2.28502 -1.82392 0.680
C -0.21003 1.16304 0.11244 -0.425
C 1.34419 -1.19469 -1.91017 0.516
C -1.98676 -0.32086 1.28922 0.544
O 0.27415 -0.81869 1.55427 -0.761
C 0.04410 2.36538 0.98125 -0.594
Cl 2.24917 0.22252 -2.69982 -0.271
O 2.90316 -2.67109 -0.77452 -0.700
H -0.13707 -1.77694 1.62908 0.481
C -0.70314 0.00716 0.89952 -0.015
O 2.62839 -2.65081 -2.97653 -0.717
H 0.70019 0.82212 -0.49780 0.201
O -2.98535 0.46225 0.70093 -0.766
H 0.83419 2.21710 1.58927 0.186
O 0.16971 -1.21833 -2.08502 -0.506
```

Net charge   -2
DFT total energy   -1144.44591 hartree
HOMO energy   0.88 eV
Lowest unoccupied orbital energy   0.2096 Eh

[4]
Computed, not measured: a molecular structure, C25H28CaN4O4S2 at a distorted geometry, with ωB97M-V with the def2-TZVPD basis set.

Structure (XYZ):
```
64
Properties=species:S:1:pos:R:3:nbo_charge:R:1
S -1.79348 -3.92963 -0.81187 2.316
C 1.93041 -2.18450 -1.13488 0.071
H -0.36032 4.33429 0.62426 0.210
H -0.22034 -2.00125 4.15232 0.217
H -2.14389 6.06985 -1.29549 0.212
C 2.69961 -1.89712 0.00015 -0.258
C -2.06760 3.95463 -0.84650 -0.116
O -0.14373 -3.06982 -5.14591 -1.063
O -2.55943 -0.45460 -0.09384 -0.609
H -0.65040 5.28145 -1.78147 0.213
H 4.64105 0.86375 0.66317 0.221
H 2.37701 1.52753 2.21368 0.197
C -0.43379 -2.49134 3.25387 -0.225
H 5.27122 0.41264 2.24345 0.211
C 2.67911 0.65928 2.81833 -0.600
C -0.30751 0.63815 -1.51886 0.275
C 3.38476 -1.68306 2.86872 -0.608
H 2.03283 -3.14967 -1.66291 0.212
H -2.94145 2.74263 -3.22510 0.216
N -0.99013 0.14576 -2.53513 -0.562
C -0.11589 -4.22288 1.56822 -0.211
H -2.10740 5.10149 -2.74299 0.213
C -3.56650 3.86543 -0.61070 -0.592
C 0.16117 -3.66010 2.79785 -0.159
H 3.42289 1.04885 3.50805 0.217
C 0.74561 -0.23483 -0.93566 0.153
H -4.06350 4.10733 -1.57685 0.205
C -1.00953 -3.50660 0.72684 -0.303
H 1.31687 1.04604 0.67614 0.211
O -0.82499 -4.09802 -1.87502 -1.046
H 2.31844 -1.96524 2.98113 0.219
H 3.91679 -2.51215 2.44299 0.207
H 0.07672 2.18591 -0.16829 0.214
C -0.51640 1.93430 -1.05105 -0.252
O -2.67795 -5.00713 -0.54680 -0.907
H 0.82535 -4.22760 3.45845 0.212
C -2.13607 2.24201 -2.66105 -0.205
C -1.43373 4.07965 0.55179 -0.607
H 5.35250 -0.70234 1.01670 0.216
H -1.71235 3.10948 1.14720 0.220
Ca -0.95568 -2.16686 -3.11308 1.764
H -2.43449 0.62776 -3.98542 0.237
N -1.97141 -1.38596 -5.11695 -1.127
H 3.44395 -2.61396 0.30551 0.223
C -1.58569 2.72597 -1.51559 0.065
H 1.81889 0.21085 3.21120 0.210
C -1.71194 5.16582 -1.70190 -0.589
C 3.36045 -0.44692 1.91884 -0.052
C 1.48197 0.10542 0.18670 -0.202
C -1.26757 -1.75587 2.35185 -0.162
H 0.28668 -5.16692 1.18264 0.236
H -3.90837 2.92634 -0.28781 0.231
C -2.29473 -1.61528 -0.06209 0.645
S -1.35001 -2.46600 -5.85040 1.305
C 4.69301 0.04451 1.38972 -0.614
H -3.83976 4.71092 -0.00835 0.213
C -1.49142 -2.24394 1.08044 -0.139
N -2.42006 -2.46913 -1.10625 -1.021
N 0.91229 -1.42661 -1.53373 -0.523
C 2.43539 -0.75715 0.72631 0.056
H 3.76414 -1.42297 3.84456 0.217
C -1.85727 0.97939 -3.13379 0.054
H -1.62028 -0.81171 2.64597 0.224
H -1.86402 4.89967 1.07866 0.214
```

Net charge   0
DFT total energy   -2963.53431 hartree
HOMO energy   -9.19 eV
Lowest unoccupied orbital energy   -0.0094 Eh

[5]
Computed, not measured: C8H14O2S in the gas phase at a distorted geometry, with ωB97M-V with the def2-TZVPD basis set.

Structure (XYZ):
```
25
Properties=species:S:1:pos:R:3:nbo_charge:R:1
H -2.54706 0.96917 -3.89515 0.245
C 1.72855 2.47717 0.41824 0.170
O -1.73432 1.98117 -1.37873 -0.567
H -3.77256 0.71316 -2.64439 0.246
H -0.61247 -3.28079 2.75339 0.209
H 1.30215 -1.45948 0.10544 0.199
H -1.12120 -1.68001 0.90504 0.207
H 2.37984 0.88600 -0.88956 0.201
H -0.65477 -0.86828 2.34073 0.192
H -2.67968 -0.58274 -3.09229 0.220
H -0.38522 0.92146 0.64005 0.239
O 2.80769 3.26590 0.18151 -0.678
H 3.38960 2.89763 -0.48305 0.482
H 0.94363 2.83839 1.07906 0.196
C 0.17896 -2.82639 2.17935 -0.598
S -0.43481 -0.25567 -1.48262 0.190
H 1.60956 -0.53357 1.59969 0.221
C 0.85763 -0.81852 0.85780 -0.410
C 1.59542 1.28133 -0.25488 -0.332
H 1.02656 -2.63082 2.87499 0.201
C -0.29520 -1.52907 1.56784 -0.398
H 0.46342 -3.51023 1.37678 0.204
C -1.71398 0.86352 -1.87970 0.385
C -2.72383 0.49538 -2.94845 -0.708
C 0.39209 0.38529 0.06889 -0.313
```

Net charge   0
DFT total energy   -861.86055 hartree
HOMO energy   -8.63 eV
SMILES string   CCC[C@@H](/C=C/O)SC(C)=O
Lowest unoccupied orbital energy   0.0267 Eh

[6]
Computed, not measured: 3 unconnected molecules or ions with the total composition C11H24Br4NO2P at a distorted geometry, with ωB97M-V with the def2-TZVPD basis set.

Structure (XYZ):
```
43
Properties=species:S:1:pos:R:3:nbo_charge:R:1
H -0.47772 2.20660 -4.09834 0.163
H -4.94503 1.22234 -0.39541 0.211
H 5.02411 -2.43836 6.83400 0.233
C 0.00393 0.61223 -1.78250 -0.073
H -6.44050 -0.34096 -3.13232 0.246
C -1.67289 2.92108 -2.40928 -0.762
O 0.55432 1.79009 -2.34955 -0.538
C 3.66840 -0.51281 2.19569 -0.456
H 0.20317 3.54731 -3.21958 0.196
Br 5.60868 -3.10794 4.52032 -0.016
H 4.98840 -2.08283 1.58466 0.231
H 1.02068 -0.98975 -2.77928 0.200
C -5.44188 0.08350 -3.12656 -0.745
C 3.12832 -3.04025 5.98158 -0.446
C 4.10715 -1.56733 1.21703 -0.444
C 1.05688 -0.49050 -1.81111 -0.624
H -5.04104 -0.00051 -4.13692 0.248
H 3.20792 -0.92029 3.09462 0.245
H -1.65138 2.71522 -1.34219 0.234
H -3.55234 2.29946 -0.24220 0.213
H -1.87350 3.98460 -2.52830 0.243
H 0.84341 -1.22612 -1.03843 0.217
P -3.03777 2.11202 -3.33489 0.758
H 4.82844 -4.18546 6.59269 0.232
H -2.65367 0.74002 -3.28699 -0.103
C -4.02389 1.54899 -0.87111 -0.426
H 2.74353 -3.62583 5.15278 0.237
C -5.52294 1.54650 -2.75890 0.713
H 4.50547 0.12375 2.47431 0.230
Br 2.34895 0.68090 1.40428 -0.025
C 4.61144 -3.20174 6.18317 -0.448
Br 2.62462 -1.18943 5.63904 -0.008
H -0.25312 0.81342 -0.73906 0.164
C -0.32651 2.60585 -3.08739 -0.055
H 4.30620 -1.16486 0.22899 0.231
H 2.60520 -3.31297 6.89504 0.232
H -0.87059 0.26597 -2.33056 0.168
N -4.34690 2.17964 -2.18337 -0.767
O -6.54075 2.18362 -2.91786 -0.512
H -3.32789 0.71247 -0.96910 0.183
H -4.78997 -0.47585 -2.45940 0.223
H 2.04794 -0.07303 -1.66716 0.221
Br 2.75314 -2.94878 0.99957 -0.022
```

Net charge   0
DFT total energy   -11276.12942 hartree
HOMO energy   -9.02 eV
SMILES string   CCOCCPN(C)C(C)=O.BrCCBr.BrCCBr
Lowest unoccupied orbital energy   0.0144 Eh